Entry from the Open Molecules 2025 dataset: a cluster of 16 separate species, C3H41N2O15 in total in a non-equilibrium geometry (ωB97M-V/def2-TZVPD).

Last columns: bonded neighbours and bond lengths (Å).
Atoms and positions in Å:
1 N -0.9247 -0.3015 -0.0414  C2 1.531, H6 1.034, H7 1.011, H8 1.036
2 C -0.1831 1.0058 0.2500  N1 1.531, C3 1.516, H9 1.093, H10 1.101
3 C 0.0038 1.7823 -1.0390  C2 1.516, N4 1.507, H11 1.095, H12 1.091
4 N -1.2155 2.6462 -1.2332  C3 1.507, C5 1.513, H13 1.012
5 C -0.8495 3.8963 -2.0035  N4 1.513, H14 1.101, H15 1.080, H16 1.098
6 H -1.4917 -0.5276 0.7934  N1 1.034
7 H -1.4785 -0.1120 -0.8657  N1 1.011
8 H -0.2464 -1.0820 -0.1005  N1 1.036
9 H -0.8179 1.6463 0.8683  C2 1.093
10 H 0.8300 0.7939 0.6253  C2 1.101
11 H 0.7665 2.5593 -0.9219  C3 1.095
12 H 0.1733 1.1321 -1.8982  C3 1.091
13 H -1.8200 2.1531 -1.8785  N4 1.012
14 H -0.8467 4.7010 -1.2518  C5 1.101
15 H -1.7565 4.1372 -2.5383  C5 1.080
16 H -0.0302 3.6569 -2.6941  C5 1.098
17 H -2.5778 -2.5942 -1.8987  O19 0.954
18 H -3.1904 -1.1943 -2.6130  O19 0.973
19 O -2.5534 -1.6506 -2.0358  H17 0.954, H18 0.973
20 H 3.1315 1.5250 1.0977  O22 0.943
21 H 2.2764 2.6622 0.4118  O22 0.967
22 O 2.7250 1.8133 0.2971  H20 0.943, H21 0.967
23 H 3.4757 -2.6148 3.0756  O25 0.965
24 H 2.3565 -1.4702 3.2795  O25 0.969
25 O 2.6358 -2.2477 2.7724  H23 0.965, H24 0.969
26 H 4.2988 0.0237 -2.1857  O28 0.955
27 H 3.1863 0.6654 -1.4247  O28 0.979
28 O 3.4045 -0.1594 -1.9052  H26 0.955, H27 0.979
29 H -3.5219 -1.4927 1.3858  O31 0.960
30 H -4.1395 -0.2227 0.6538  O31 0.966
31 O -3.3472 -0.6122 1.0456  H29 0.960, H30 0.966
32 H 0.7463 -3.1667 0.2956  O34 0.975
33 H 1.6344 -2.1951 -0.5158  O34 0.978
34 O 0.7084 -2.4879 -0.4034  H32 0.975, H33 0.978
35 H -4.1642 1.4393 -3.3460  O37 0.978
36 H -2.7924 0.9889 -3.7282  O37 0.978
37 O -3.4413 0.8767 -3.0047  H35 0.978, H36 0.978
38 H -1.5472 -0.7378 -3.1365  O40 0.993
39 H -1.1684 -0.4463 -4.6361  O40 0.959
40 O -1.1354 -0.0760 -3.7520  H38 0.993, H39 0.959
41 H -2.6506 -0.2049 2.9241  O43 0.974
42 H -2.1249 1.2094 2.6582  O43 0.966
43 O -2.3328 0.5973 3.3760  H41 0.974, H42 0.966
44 H -0.4019 0.5976 4.2003  O46 0.959
45 H -0.2301 -0.5051 3.1543  O46 0.961
46 O 0.2098 -0.0738 3.8924  H44 0.959, H45 0.961
47 H 0.9750 1.2861 -3.9825  O49 0.967
48 H 2.1853 1.9410 -3.4275  O49 0.961
49 O 1.4934 2.0964 -4.0761  H47 0.967, H48 0.961
50 H -1.0610 -2.5817 3.0029  O52 0.974
51 H -1.9883 -1.9541 3.8796  O52 0.975
52 O -1.8022 -1.9548 2.9223  H50 0.974, H51 0.975
53 H 1.8280 0.3572 3.3747  O55 0.988
54 H 3.4101 0.6773 3.6145  O55 0.970
55 O 2.6684 0.7058 2.9893  H53 0.988, H54 0.970
56 H 3.7308 -1.5259 -0.8869  O58 0.989
57 H 4.0021 -2.2146 0.3971  O58 0.981
58 O 3.5410 -2.3927 -0.4508  H56 0.989, H57 0.981
59 H 1.1177 -3.0632 2.2264  O61 0.987
60 H 0.1335 -4.3308 2.1540  O61 0.958
61 O 0.1836 -3.3799 2.2576  H59 0.987, H60 0.958

Summary:
frontier orbital gap	9.4	eV
net charge	+1
spin multiplicity	1
electronic energy	-1376.7892	Ha
F_max	2.8	eV/Å